Density functional theory data (wB97M-V/def2-TZVPD) for a cluster of 2 separate species, CH2Cl2O3 in total at a distorted geometry.

energy above the lowest of the compared OMol25 structures with the same formula, charge and spin = 442.29 kJ/mol
energy = -1185.19853 Eh
multiplicity = 1
E_LUMO (alpha / beta) = -2.60 / -2.60 eV

Geometry (Å):
C: -0.17589 0.07028 -0.38788
O: 0.53394 1.18590 -0.72939
O: 1.28560 -0.70557 1.27426
O: -0.92667 0.09460 0.61072
Cl: -0.05731 -1.41014 -1.33724
Cl: -2.63937 0.31760 0.04575
H: 1.04329 0.93066 -1.55069
H: 0.93642 -0.48333 2.07447

Cartesian forces, eV/Å:
5.61 -0.50 0.20
-1.43 -2.84 -1.33
0.65 -0.50 -5.24
-2.17 0.43 1.53
-0.23 1.60 0.23
-0.24 0.14 -0.07
-0.45 0.55 1.10
-1.74 1.12 3.58

***

Density functional theory data (wB97M-V/def2-TZVPD) for a structure of composition CH2Cl2S2 at a distorted geometry.

energy above the lowest of the compared OMol25 structures with the same formula, charge and spin = 80.17 kJ/mol
energy = -1756.01023 Eh
multiplicity = 1
E_LUMO = -0.26 eV

Geometry (Å):
C: 1.04441 -0.17259 -0.34738
S: -2.08050 0.17394 1.06030
S: -1.15048 -0.84819 -0.36054
Cl: 1.87313 -1.67675 -0.36305
Cl: 1.29372 0.91506 1.01027
H: 1.10037 0.22054 -1.30696
H: -2.08064 1.38799 0.30736

Cartesian forces, eV/Å:
-2.94 -1.36 1.97
0.24 2.03 -0.87
2.50 0.19 -0.47
0.53 -0.22 0.36
-0.01 -0.67 -0.97
0.10 1.32 -1.25
-0.42 -1.28 1.23

***

Density functional theory data (wB97M-V/def2-TZVPD) for a cluster of 2 separate species, CH2Cl3OP in total at a distorted geometry.

energy above the lowest of the compared OMol25 structures with the same formula, charge and spin = 457.84 kJ/mol
energy = -1836.37345 Eh
multiplicity = 1
E_LUMO (alpha / beta) = -0.78 / -0.97 eV

Geometry (Å):
C: 1.50085 0.08063 0.05286
O: -2.06230 -0.64965 -0.01173
P: -1.17122 0.51210 -0.64555
Cl: 2.10729 1.33341 1.19030
Cl: 2.45233 -0.13488 -1.35995
Cl: 1.20646 -1.36513 0.98368
H: -2.61201 -1.28260 -0.65289
H: -1.42140 1.50613 0.44328

Cartesian forces, eV/Å:
-1.92 0.66 0.98
-2.32 -2.70 -1.08
1.51 1.56 0.13
-0.23 -0.33 -0.93
0.05 0.05 -0.02
0.19 -0.41 -0.19
2.22 2.16 1.86
0.48 -0.98 -0.76

***

Density functional theory data (wB97M-V/def2-TZVPD) for the molecule CH2ClFO at a distorted geometry.

structure (SMILES) = O[C@H](F)Cl
energy above the lowest of the compared OMol25 structures with the same formula, charge and spin = 0.00 kJ/mol
energy = -674.58927 Eh
multiplicity = 1
E_LUMO = 0.79 eV

Geometry (Å):
O: -0.63098 -0.16025 -0.89056
C: 0.27983 0.12632 0.03224
F: 0.25703 -0.90012 0.97816
Cl: 0.11923 1.74539 0.88261
H: -1.26221 -0.81308 -0.64628
H: 1.23710 0.00173 -0.35617

Cartesian forces, eV/Å:
0.02 1.54 -1.59
-0.56 -1.32 1.87
-0.36 0.69 0.34
-0.09 -1.09 -0.60
-0.78 -0.72 0.85
1.77 0.90 -0.86

***

Density functional theory data (wB97M-V/def2-TZVPD) for the molecule CH2ClFOS at a distorted geometry.

energy above the lowest of the compared OMol25 structures with the same formula, charge and spin = 12.92 kJ/mol
energy = -1072.73041 Eh
multiplicity = 1
E_LUMO = -0.37 eV

Geometry (Å):
C: -0.33604 0.28051 0.72283
O: -0.50158 -0.92885 -1.63528
F: -1.44057 1.04248 0.76203
S: 0.25002 0.25519 -1.24322
Cl: 2.22463 -0.38915 -0.72088
H: 0.40101 0.63639 1.36443
H: -0.59748 -0.89658 0.75008

Cartesian forces, eV/Å:
-0.94 -3.20 -3.29
0.02 0.18 -0.64
-0.39 0.16 0.18
-0.15 -0.75 2.54
-0.51 0.29 -0.12
1.33 0.53 1.10
0.63 2.79 0.23

***

Density functional theory data (wB97M-V/def2-TZVPD) for the molecule CH2ClFP2 at a distorted geometry.

structure (SMILES) = FP1#[PH][C@H]1Cl
energy above the lowest of the compared OMol25 structures with the same formula, charge and spin = 49.88 kJ/mol
energy = -1282.03888 Eh
multiplicity = 1
E_LUMO = 0.55 eV

Geometry (Å):
F: 0.37393 -0.45128 2.38358
P: 0.40515 -1.09035 0.88801
P: 1.11973 0.57056 -0.25663
C: -0.62684 0.31717 -0.28007
Cl: -1.55111 -0.21928 -1.66107
H: 1.54357 -0.30043 -1.20270
H: -1.26443 1.17361 0.12887

Cartesian forces, eV/Å:
-0.08 -0.20 -0.37
-1.65 1.26 -0.19
1.26 1.73 0.73
-1.27 0.06 1.27
0.14 -0.53 -0.34
0.22 -0.87 -1.31
1.38 -1.46 0.21

***

Density functional theory data (wB97M-V/def2-TZVPD) for a cluster of 2 separate species, CH2ClFS in total at a distorted geometry.

energy above the lowest of the compared OMol25 structures with the same formula, charge and spin = 418.79 kJ/mol
energy = -997.36455 Eh
multiplicity = 1
E_LUMO (alpha / beta) = -2.87 / -2.86 eV

Geometry (Å):
C: -1.09393 -0.44514 -1.77730
F: -1.93199 -1.52083 2.27031
S: -1.98816 -2.31212 0.79465
Cl: 0.60851 -0.51386 -1.73707
H: -1.55904 0.46102 -1.49609
H: -1.51582 -1.00441 -2.45392

Cartesian forces, eV/Å:
3.16 1.63 4.12
0.02 -0.41 -1.29
0.36 1.27 -0.13
-1.04 0.10 0.06
-0.23 0.69 0.59
-2.27 -3.29 -3.35

***

Density functional theory data (wB97M-V/def2-TZVPD) for a cluster of 2 separate species, CH2ClI3Si in total at a distorted geometry.

energy above the lowest of the compared OMol25 structures with the same formula, charge and spin = 361.65 kJ/mol
energy = -1682.05003 Eh
multiplicity = 1
E_LUMO (alpha / beta) = -0.32 / -3.05 eV

Geometry (Å):
C: 2.68824 0.29027 0.04779
Si: -2.15121 -0.75619 -0.47609
Cl: 1.32955 1.04963 0.42080
I: -1.86240 -1.69639 1.91668
I: -1.83409 1.72149 -0.37514
I: -4.59448 -0.94197 -0.99417
H: 2.80358 -0.47796 -0.76320
H: 3.62079 0.81111 0.22332

Cartesian forces, eV/Å:
3.61 -1.87 -1.81
-0.73 0.41 1.22
-2.23 0.92 0.56
0.00 0.37 -1.14
-0.31 -0.45 -0.16
0.61 -0.17 -0.01
-0.86 0.73 0.99
-0.09 0.06 0.34